A cluster of 4 separate species, CH10NO4 in total at a distorted geometry. Source: the OMol25 dataset; level of theory: wB97M-V/def2-TZVPD.

```
16
Properties=species:S:1:pos:R:3:forces:R:3:nbo_charge:R:1
N -0.02832 -1.41595 1.20744 0.2 -0.6 0.4 -0.894
C 1.10412 -0.49137 1.13609 -0.5 1.5 -0.1 0.116
O 0.79731 0.72730 0.55384 -0.3 -0.2 0.0 -0.950
H -0.01020 -2.09614 0.46759 -0.2 0.1 -0.4 0.338
H -0.89040 -0.89210 1.17778 0.0 0.1 -0.1 0.356
H 1.92875 -0.98081 0.59858 0.1 -0.3 0.2 0.105
H 1.40326 -0.27005 2.17237 0.3 -0.3 0.1 0.103
H -1.19598 1.08059 -1.42821 0.1 0.0 -0.2 0.448
H 0.19549 0.76794 -0.74489 0.2 -0.1 -0.1 0.505
O -0.29373 0.86597 -1.69111 -0.2 -0.1 0.3 -1.051
H -0.25937 -0.54676 -2.71540 0.0 0.3 -0.4 0.512
H -0.12840 -2.03564 -3.05534 0.0 0.0 -0.1 0.443
O -0.25032 -1.18144 -3.48253 0.0 -0.2 0.5 -0.998
H -0.70029 1.65701 1.33975 0.3 -0.1 0.2 0.509
H -0.47202 2.63172 2.45286 -0.1 -0.1 0.0 0.456
O -1.19989 2.17974 2.01118 0.1 0.1 -0.1 -0.998
```
Forces are in eV/Å.

Calculated values
E, eV: -10880.666
Total charge: -1
ΔE to the lowest compared entry with this formula, charge and spin, kJ/mol: 21.5
HOMO level, eV: -4.243
Orbital gap, eV: 8.26
Largest force on an atom, eV Å⁻¹: 1.600



A cluster of 4 separate species, CH10NO4 in total at a distorted geometry. Source: the OMol25 dataset; level of theory: wB97M-V/def2-TZVPD.

```
16
Properties=species:S:1:pos:R:3:forces:R:3:nbo_charge:R:1
N 1.57806 1.55292 0.85271 -1.0 2.0 -2.3 -0.875
C 1.45882 1.76281 -0.60638 0.9 3.2 0.2 0.097
O 1.54227 0.66335 -1.43485 2.2 1.4 -0.6 -0.771
H 0.79684 0.96991 0.92820 -1.0 -1.8 1.7 0.384
H 2.46212 1.19887 1.07800 1.1 -1.2 0.4 0.341
H 0.51062 2.32924 -0.78377 0.2 -0.6 0.3 0.129
H 2.23747 2.56663 -0.82014 -0.4 -1.2 -0.4 0.119
H 0.17055 -1.25569 0.36200 -1.0 1.1 -1.4 0.418
H 1.04146 0.00338 -0.96114 -1.8 -1.6 0.3 0.507
O -0.28658 -0.71366 -0.36351 0.7 -1.3 1.9 -1.257
H -1.11556 -3.20746 -0.65789 -2.1 0.6 1.0 0.466
H -1.82520 -1.94617 -0.21190 0.1 -1.1 -0.2 0.512
O -1.99731 -2.94003 -0.22323 2.1 0.5 -1.0 -1.002
H -1.33314 0.10813 0.66240 -0.3 0.1 1.3 0.513
H -2.10405 -0.63150 1.75792 0.2 0.9 0.0 0.447
O -1.83844 0.29251 1.56105 0.2 -1.1 -1.2 -1.027
```
Forces are in eV/Å.

Calculated values
E, eV: -10880.012
Total charge: -1
ΔE to the lowest compared entry with this formula, charge and spin, kJ/mol: 84.7
HOMO level, eV: -5.040
Orbital gap, eV: 9.22
Largest force on an atom, eV Å⁻¹: 3.379



A cluster of 4 separate species, CH10O3S2 in total at a distorted geometry. Source: the OMol25 dataset; level of theory: wB97M-V/def2-TZVPD.

```
16
Properties=species:S:1:pos:R:3:forces:R:3:nbo_charge:R:1
C 2.38301 -0.69632 1.15963 0.0 -1.8 1.8 -0.851
S 2.22949 -1.36465 -0.43278 -1.3 -0.5 -2.8 0.593
S 0.73020 -2.77909 -0.53173 0.1 0.7 0.2 0.096
H 3.14561 -1.53613 1.49805 -0.6 2.6 0.3 0.300
H 1.47404 -0.86482 1.79788 0.7 0.4 -0.6 0.308
H 2.63447 0.40911 1.03485 0.2 -1.7 0.4 0.321
H 0.29614 -2.70522 -1.85787 0.9 0.3 0.8 0.227
H -1.85295 -0.71001 1.46572 0.3 0.5 -0.5 0.496
H -1.22179 -2.15526 1.32769 0.1 0.1 -0.5 0.450
O -1.78527 -1.58518 1.83604 -0.4 -0.5 1.0 -0.946
H -1.49227 1.68704 2.47194 -0.4 0.9 0.8 0.495
H -1.06749 2.01867 0.97624 -0.3 0.5 0.4 0.490
O -1.20873 1.34576 1.64423 0.7 -1.5 -1.3 -0.980
H -1.92722 2.42464 -3.95597 -2.6 -3.0 -1.1 0.462
H -0.98151 3.41643 -4.65211 -0.8 -0.7 1.5 0.479
O -1.35573 3.09505 -3.78182 3.5 3.6 -0.5 -0.941
```
Forces are in eV/Å.

Calculated values
E, eV: -29002.603
Total charge: +1
Multiplicity: 2
ΔE to the lowest compared entry with this formula, charge and spin, kJ/mol: 150.7
HOMO level (spin up / spin down), eV: -13.853 / -13.853
Orbital gap (spin up / spin down), eV: 8.59 / 5.65
Largest force on an atom, eV Å⁻¹: 5.039